ORCA calculation (ωB97M-V/def2-TZVPD) on 3 unconnected molecules or ions with the total composition C16H32F5O14PS2 at a distorted geometry.

Each line ends with the natural charge from an NBO analysis.
Cartesian coordinates (Å):
O  -2.5380  -4.6798  0.7611  -0.86
S  -1.5237  -3.7174  0.8596  2.53
O  -0.9693  -3.4269  2.1177  -0.87
O  -1.7345  -2.3456  0.0020  -0.65
C  -1.3595  -2.6606  -1.3424  -0.14
C  -0.1069  -3.6027  -1.2779  -0.31
P  -0.6021  -4.9919  -2.5259  1.36
O  0.6188  -6.0860  -2.6756  -0.96
O  -0.7967  -4.3142  -4.0361  -0.99
S  1.4983  -2.8595  -1.7751  2.03
O  2.0419  -3.5045  -2.9291  -0.88
O  1.1914  -1.4977  -2.1551  -0.93
C  2.7528  -2.7271  -0.3991  0.40
F  2.6029  -1.5829  0.2501  -0.28
F  3.9435  -2.6373  -1.0112  -0.28
C  2.8435  -3.9590  0.5620  0.92
F  2.1120  -3.7535  1.6432  -0.29
F  2.5239  -5.0900  -0.0433  -0.29
F  4.1100  -4.0726  0.9641  -0.30
O  -0.2202  -4.2274  -0.0256  -0.69
H  -2.1462  -3.3862  -1.6557  0.21
H  -1.2764  -1.8311  -2.0521  0.26
H  0.5109  -6.4765  -3.5623  0.51
H  -1.1080  -3.3970  -3.9877  0.50
C  -5.1286  3.9723  -0.7899  -0.25
O  -5.9138  2.7990  -0.7807  -0.55
C  -6.1546  2.3025  -2.0886  -0.09
C  -6.4487  0.8162  -2.0512  -0.09
O  -5.2807  0.0106  -1.9274  -0.54
C  -4.6572  -0.0095  -0.6475  -0.09
C  -5.4306  -0.8005  0.3850  -0.10
O  -6.5049  -0.0346  0.9053  -0.55
C  -7.5149  -0.8436  1.4694  -0.25
H  -5.6316  4.7739  -1.3409  0.17
H  -4.9824  4.2863  0.2423  0.20
H  -4.1460  3.7722  -1.2326  0.16
H  -5.2883  2.4856  -2.7346  0.17
H  -7.0252  2.8358  -2.4927  0.17
H  -6.8857  0.5401  -3.0139  0.19
H  -7.1830  0.5683  -1.2836  0.20
H  -4.4365  1.0003  -0.2982  0.20
H  -3.6992  -0.5119  -0.8039  0.18
H  -4.7651  -1.0552  1.2209  0.17
H  -5.8084  -1.7224  -0.0736  0.17
H  -7.9414  -1.5098  0.7109  0.16
H  -8.3039  -0.1900  1.8373  0.19
H  -7.1181  -1.4305  2.3048  0.17
C  5.1494  -0.2047  2.3645  -0.25
O  4.9479  1.0155  1.6852  -0.55
C  3.7487  1.6620  2.0861  -0.09
C  3.8345  3.1542  1.8348  -0.09
O  4.5781  3.8543  2.8264  -0.54
C  5.9921  3.6969  2.7881  -0.09
C  6.6535  4.4324  1.6392  -0.09
O  6.5232  3.6930  0.4344  -0.55
C  6.6627  4.5057  -0.7104  -0.25
H  4.3313  -0.9029  2.1586  0.16
H  6.0850  -0.6361  2.0115  0.19
H  5.2341  -0.0323  3.4437  0.16
H  3.5530  1.4832  3.1496  0.17
H  2.9276  1.2392  1.4918  0.17
H  2.8217  3.5597  1.8979  0.19
H  4.2057  3.3747  0.8329  0.19
H  6.2737  2.6428  2.8023  0.19
H  6.3535  4.1403  3.7190  0.19
H  7.7252  4.5490  1.8476  0.17
H  6.1959  5.4229  1.5298  0.17
H  5.8857  5.2784  -0.7298  0.16
H  6.5429  3.8741  -1.5891  0.19
H  7.6549  4.9698  -0.7364  0.16

Atoms 1-6, force components in eV/Å:
-1.038 -0.040 -0.880
2.249 0.498 0.094
-0.188 0.764 0.611
0.413 -0.715 0.438
-0.143 -1.574 -0.601
-0.208 -0.132 -0.555

energy above the lowest of the compared OMol25 structures with the same formula, charge and spin = 1.7017 eV
LUMO energy = -0.00435 Ha
E = -90316.168 eV
Kohn-Sham gap = 9.05 eV
net charge = 0

=====

ORCA calculation (ωB97M-V/def2-TZVPD) on 3 unconnected molecules or ions with the total composition C16H32FNO11P2S at a distorted geometry.

Each line ends with the natural charge from an NBO analysis.
Cartesian coordinates (Å):
C  1.7390  -2.5025  1.5193  -0.61
C  1.2406  -1.5531  2.6140  -0.42
C  0.5165  -0.3736  1.9325  -0.24
N  -0.6179  0.1595  2.7805  -0.62
C  -1.7627  -0.7125  2.4767  0.08
O  -2.8762  -0.4270  3.2990  -0.51
C  -4.0132  -0.9508  2.6778  0.26
C  -4.6758  -0.2040  1.7169  -0.26
C  -5.7839  -0.7485  1.0805  -0.20
C  -6.1857  -2.0275  1.4448  -0.22
C  -5.5374  -2.7610  2.4239  -0.22
C  -4.4287  -2.2144  3.0636  -0.21
S  -0.8913  1.7198  2.2235  2.51
O  -2.2546  2.0946  2.3268  -0.90
O  -0.0008  2.5818  2.9209  -0.92
F  -0.5350  1.7206  0.6878  -0.47
H  2.2063  -1.9440  0.7030  0.21
H  2.5173  -3.1739  1.8940  0.21
H  0.9443  -3.1291  1.1067  0.22
H  0.6569  -2.0546  3.3854  0.21
H  2.1399  -1.1377  3.0780  0.21
H  0.1313  -0.7148  0.9673  0.20
H  1.2337  0.4401  1.8329  0.23
H  -1.4828  -1.7584  2.6573  0.19
H  -2.0369  -0.6603  1.4119  0.17
H  -4.2696  0.7781  1.4987  0.24
H  -6.2962  -0.1707  0.3224  0.22
H  -7.0344  -2.4545  0.9192  0.21
H  -5.8827  -3.7565  2.6735  0.22
H  -3.9035  -2.7553  3.8416  0.22
C  0.8732  4.3786  1.0441  -0.25
O  1.5624  5.6079  0.7564  -0.82
P  2.6152  5.5774  -0.4981  2.47
O  1.8163  4.9750  -1.5985  -1.09
O  3.6326  4.5100  0.1963  -0.82
C  4.0141  4.6502  1.5677  -0.25
O  3.8753  6.2539  -1.3235  -0.72
C  3.5604  7.3498  -2.1992  -0.27
H  -0.1526  4.4636  0.6888  0.19
H  1.3534  3.5206  0.5807  0.20
H  0.8732  4.2496  2.1139  0.22
H  3.6964  3.7569  2.1064  0.18
H  3.5576  5.5195  2.0380  0.19
H  5.0987  4.7364  1.6242  0.19
H  3.0563  8.1490  -1.6572  0.18
H  2.9344  7.0086  -3.0230  0.20
H  4.4969  7.7324  -2.5985  0.20
C  2.2044  -5.0074  -2.2825  -0.23
O  2.0705  -3.8609  -3.1210  -0.81
P  0.5244  -3.2883  -3.3704  2.39
O  0.0979  -3.2433  -1.9300  -1.04
O  0.0898  -4.6816  -4.1083  -0.81
C  0.8666  -5.2093  -5.1880  -0.25
O  -0.8580  -2.6130  -4.0130  -0.68
C  -1.1103  -1.2286  -3.7181  -0.27
H  2.5879  -4.6911  -1.3136  0.19
H  1.2649  -5.5373  -2.1489  0.20
H  2.9256  -5.6772  -2.7533  0.18
H  1.2270  -6.1976  -4.9016  0.18
H  1.7244  -4.5825  -5.4272  0.18
H  0.2302  -5.3011  -6.0670  0.19
H  -0.2724  -0.6056  -4.0273  0.18
H  -1.2983  -1.0958  -2.6533  0.20
H  -1.9948  -0.9289  -4.2751  0.20

Atoms 1-6, force components in eV/Å:
0.158 -0.423 0.191
0.765 0.422 -0.661
0.240 -0.687 1.395
-0.119 0.128 -2.162
-0.599 -0.421 0.215
0.173 -0.015 -0.540

LUMO energy = -0.07369 Ha
E = -73250.893 eV
Kohn-Sham gap = 7.27 eV
net charge = 0

=====

ORCA calculation (ωB97M-V/def2-TZVPD) on a molecular structure, C16H32FeNO2P2Si at a distorted geometry.

Each line ends with the Löwdin spin population.
Cartesian coordinates (Å):
Fe  -0.3694  -0.3814  0.3802  3.35
P  1.6470  -0.2126  1.2859  0.17
C  2.5540  -1.3268  0.0633  0.01
C  1.5516  -2.1808  -0.6857  0.01
N  0.2575  -1.7715  -0.7849  0.05
C  -0.5697  -2.3143  -1.7192  0.02
C  -0.1509  -3.4237  -2.4504  0.00
C  1.1641  -3.8766  -2.3547  0.01
C  2.0313  -3.2036  -1.5021  0.00
C  -1.9392  -1.6843  -1.8817  0.05
P  -1.8883  0.0422  -1.2088  0.22
H  3.1021  -3.4056  -1.4485  0.00
H  -0.8803  -3.8898  -3.0974  0.00
H  1.5275  -4.7052  -2.9517  0.00
H  -2.2912  -1.6429  -2.9213  0.01
H  -2.6998  -2.2320  -1.3096  0.00
H  3.1129  -0.7875  -0.6685  0.00
H  3.2782  -1.9670  0.5879  0.00
H  2.5474  1.1588  -2.6532  0.00
O  3.3223  0.6272  -2.8278  0.00
H  4.0397  0.8881  -2.1818  0.00
H  0.6928  3.1140  -0.6576  0.01
O  1.5715  3.0728  -1.0276  0.01
H  1.6063  3.8380  -1.6318  0.00
C  -1.3384  0.9951  -2.6610  0.02
H  -1.3895  0.3748  -3.5700  0.00
H  -1.9473  1.9030  -2.7811  0.00
H  -0.2990  1.2891  -2.4673  0.00
C  -3.6540  0.4733  -0.9464  0.02
H  -3.7813  1.5513  -0.8024  0.00
H  -4.3041  0.1513  -1.7765  0.01
H  -4.0302  0.0085  -0.0293  0.00
C  1.8171  -1.1436  2.8543  0.04
H  2.8771  -1.1877  3.1118  0.01
H  1.2374  -0.7388  3.6903  0.00
H  1.4259  -2.1456  2.6591  0.00
C  2.6761  1.2845  1.4404  0.03
H  2.4295  1.8382  2.3590  0.00
H  3.7455  1.0246  1.4680  0.01
H  2.4751  1.9540  0.5840  0.00
C  -1.0339  1.0692  4.4001  0.01
Si  -1.9826  1.7004  2.9157  0.05
C  -3.6574  0.8811  2.6793  0.01
C  -2.1260  3.6117  2.8798  0.01
C  -1.0093  0.9658  1.5101  0.40
C  -0.6441  1.3973  0.2858  0.45
H  -1.5174  1.4400  5.3196  0.00
H  0.0171  1.4012  4.3775  0.00
H  -1.0783  -0.0320  4.3930  0.00
H  -4.3370  1.1899  3.4944  0.00
H  -4.1234  1.1404  1.7138  0.00
H  -3.5177  -0.2115  2.7328  0.00
H  -1.1586  4.1310  2.9601  0.00
H  -2.6289  4.0141  1.9871  0.00
H  -2.7306  3.9252  3.7507  0.00

Atoms 1-6, force components in eV/Å:
-0.175 -3.230 0.190
3.970 -0.283 0.127
-0.909 -0.727 1.577
0.296 -0.081 -1.219
0.817 -1.263 -0.905
0.429 -0.907 -0.022

multiplicity = 6
LUMO energy (spin up / spin down) = -0.26276 / -0.33055 Ha
E = -83519.830 eV
Kohn-Sham gap (spin up / spin down) = 6.24 / 7.02 eV
net charge = +2

=====

ORCA calculation (ωB97M-V/def2-TZVPD) on a molecular structure, C16H32InO5.

Each line ends with the Löwdin charge.
Cartesian coordinates (Å):
C  2.3014  -1.8217  2.2993  -0.18
O  1.0022  -1.3675  2.0714  -0.31
C  0.8374  -0.6390  0.8239  -0.32
In  -0.1383  -1.8558  -0.7927  0.46
C  0.5053  -3.9821  -0.4456  -0.22
C  1.6202  -4.6186  -1.2223  -0.44
O  1.7265  -5.8334  -1.3317  0.03
C  2.6657  -3.7892  -1.9230  -0.17
C  3.1647  -2.6085  -1.3775  -0.06
C  4.1633  -1.8931  -2.0284  -0.08
C  4.6566  -2.3403  -3.2463  -0.10
C  4.1585  -3.5165  -3.8004  -0.09
C  3.1774  -4.2424  -3.1368  -0.03
H  2.5614  -2.6927  1.6786  0.07
H  3.0461  -1.0338  2.1131  0.08
H  2.3812  -2.1141  3.3472  0.07
H  1.8156  -0.2536  0.5038  0.02
H  0.2324  0.2406  1.0627  0.02
H  -1.9055  -1.6380  -0.7315  -0.13
H  0.5121  -1.2639  -2.3465  -0.11
H  -0.3613  -4.6252  -0.6200  0.03
H  0.7763  -4.0958  0.6111  0.05
H  2.7613  -2.2412  -0.4432  0.07
H  4.5246  -0.9750  -1.5813  0.10
H  5.4180  -1.7647  -3.7590  0.09
H  4.5411  -3.8765  -4.7485  0.09
H  2.8008  -5.1667  -3.5577  0.11
C  1.5802  0.0198  7.3959  -0.10
C  2.7756  -0.1022  6.4672  -0.33
O  2.3938  -0.2452  5.1096  -0.08
H  0.9302  -0.8488  7.2885  0.08
H  1.8970  0.0963  8.4380  0.07
H  0.9924  0.9078  7.1522  0.07
H  3.3515  -0.9960  6.7068  0.11
H  3.4382  0.7639  6.5887  0.10
H  1.8869  0.5295  4.8470  0.09
C  -3.6641  2.4253  -1.4019  -0.10
C  -2.1812  2.0990  -1.3868  -0.33
O  -1.6775  1.9115  -0.0713  -0.10
H  -3.8686  3.3215  -0.8147  0.07
H  -4.0229  2.5897  -2.4190  0.06
H  -4.2419  1.6051  -0.9700  0.08
H  -1.6055  2.9239  -1.8087  0.11
H  -1.9799  1.2059  -1.9876  0.10
H  -2.1312  1.1478  0.3029  0.07
C  -5.4919  6.4632  -2.9143  -0.09
C  -5.9203  5.0858  -3.3856  -0.33
O  -6.3527  4.2584  -2.3136  -0.09
H  -4.6942  6.3775  -2.1763  0.08
H  -5.1342  7.0691  -3.7482  0.07
H  -6.3279  6.9889  -2.4459  0.07
H  -5.0799  4.5617  -3.8390  0.11
H  -6.7101  5.1691  -4.1411  0.11
H  -7.1069  4.6803  -1.8914  0.08

Atoms 1-6, force components in eV/Å:
-0.002 -0.145 0.020
0.003 0.241 0.119
-0.083 -0.237 -0.028
0.269 0.294 -0.075
0.012 0.151 -0.238
-0.018 -0.382 0.027

LUMO energy = 0.08476 Ha
E = -32519.816 eV
Kohn-Sham gap = 6.37 eV
net charge = -1